47
Properties=species:S:1:pos:R:3 method="wB97M-V/def2-TZVPD" e_above_lowest_kj_mol=0.0 homo_ev=-5.582 spin_multiplicity=1 charge=-1
Ca -0.0081 -0.5980 1.0713
O 2.1893 -1.8802 -1.7240
C 1.0761 -1.5097 -1.3776
O 0.7696 -0.3424 -0.9134
C -0.1434 -2.4681 -1.5426
C -1.4874 -1.7149 -1.4719
C -2.6496 -2.6111 -1.9016
C -2.8193 -3.5350 -0.6656
C -1.6850 -3.0516 0.2296
O -1.7177 -1.6203 -0.0350
C -0.3160 -3.5142 -0.3566
C 0.8087 -3.5412 0.7240
O 1.3808 -4.6045 0.9211
O 0.9793 -2.4378 1.3640
H -0.0098 -2.9771 -2.4962
H -1.4642 -0.7257 -1.9131
H -2.4166 -3.1596 -2.8156
H -3.5453 -2.0161 -2.0756
H -2.7215 -4.5939 -0.9039
H -3.7823 -3.3731 -0.1821
H -1.8034 -3.2356 1.2934
H -0.3932 -4.5315 -0.7323
C 3.5093 1.1569 0.1630
S 1.8855 1.7689 0.4920
C 2.3022 3.3600 1.1464
O 1.4609 0.9788 1.7429
H 4.0195 1.0557 1.1220
H 4.0334 1.8452 -0.5019
H 3.3792 0.1866 -0.3230
H 2.9013 3.9077 0.4175
H 2.8425 3.2241 2.0852
H 1.3635 3.8865 1.3202
O -1.4510 -0.7453 2.8924
C -1.7636 0.4490 2.7290
N -1.4979 1.1765 1.6054
C -1.8609 2.4873 1.8400
O -1.6717 3.4420 1.1128
C -2.5211 2.5736 3.2002
C -3.1028 3.6283 3.8656
C -3.6437 3.3703 5.1256
C -3.5855 2.0944 5.6843
C -2.9820 1.0395 4.9959
C -2.4619 1.3165 3.7502
H -3.1369 4.6152 3.4205
H -4.1153 4.1709 5.6825
H -4.0140 1.9238 6.6647
H -2.9206 0.0444 5.4184